Computed, not measured: one molecule with the formula C4H8O2, with wB97M-V/def2-TZVPD.

Last columns: bonded neighbours and bond lengths (Å).
Geometry (Å):
1 O -1.184 -0.483 1.679  C2 1.417, H7 0.973
2 C -0.240 -1.107 0.826  O1 1.417, C3 1.505, H8 1.100, H9 1.101
3 C 0.391 0.038 0.080  C2 1.505, O4 1.396, C5 1.556, C6 1.468
4 O 1.301 0.725 0.885  C3 1.396, H10 0.971
5 C -0.422 0.958 -0.876  C3 1.556, C6 1.510, H11 1.087, H12 1.094
6 C 0.654 0.018 -1.364  C3 1.468, C5 1.510, H13 1.086, H14 1.079
7 H -1.490 0.226 1.088  O1 0.973
8 H -0.699 -1.859 0.167  C2 1.100
9 H 0.513 -1.629 1.437  C2 1.101
10 H 0.907 0.735 1.773  O4 0.971
11 H -0.148 2.004 -0.760  C5 1.087
12 H -1.405 0.836 -1.340  C5 1.094
13 H 0.236 -0.863 -1.843  C6 1.086
14 H 1.586 0.401 -1.751  C6 1.079

**ΔE to the lowest compared entry with this formula, charge and spin**: 205.80 kJ/mol
**Structure (SMILES)**: OCC1(O)CC1
**Energy**: -307.63405 Eh
**2S+1**: 1
**E_HOMO**: -9.8 eV

The net atomic charges from Löwdin, expressed in e, are: O -0.06; C -0.19; C -0.52; O 0.02; C -0.06; C -0.08; H 0.08; H 0.13; H 0.14; H 0.11; H 0.10; H 0.11; H 0.11; H 0.11